No. 1
ORCA calculation (ωB97M-V/def2-TZVPD) on C8H12N4O3 in the gas phase.

Structure (XYZ):
```
27
Properties=species:S:1:pos:R:3
C 1.41 -1.88 -1.69
C 0.66 -0.60 -1.16
C -1.38 0.23 -0.32
C -1.74 0.62 -1.76
C -0.84 1.52 0.48
C -0.39 1.00 1.83
C 0.95 0.90 2.38
C -0.62 0.24 3.76
H 2.27 -1.74 -3.61
H 2.85 -0.75 -2.38
H 1.95 -2.44 -0.89
H 0.64 -2.72 -2.07
H -0.77 -1.82 -0.06
H -2.27 -0.19 0.03
H -0.12 2.15 -0.02
H -1.87 2.10 0.66
H 1.96 0.76 1.82
H -1.22 -0.01 4.68
H 1.46 -0.14 4.26
H -1.82 2.01 -3.05
N 2.51 -1.77 -2.49
N -0.49 -0.81 -0.39
N -1.36 0.52 2.74
N 0.67 0.34 3.62
O 1.12 0.51 -1.47
O -1.54 0.06 -2.98
O -2.02 1.91 -1.93
```

* relative energy (zero: lowest compared OMol25 entry of this formula, charge and spin): 106.7 kcal/mol
* LUMO level: 0.52 eV
* frontier orbital gap: 9.23 eV
* molecular weight: 212.2 g mol⁻¹
* F_max: 8.13 eV Å⁻¹
* HOMO level: -8.7 eV
* multiplicity: 1

***

No. 2
ORCA calculation (ωB97M-V/def2-TZVPD) on a gas-phase ion, C8H12N4O3 (charge +2).

Structure (XYZ):
```
27
Properties=species:S:1:pos:R:3
C -1.89 2.41 0.21
C -2.45 -0.33 0.01
C -0.46 2.24 0.04
C 0.05 -0.19 0.24
C 1.74 1.55 0.01
C 1.66 3.04 -0.37
C 1.18 -1.13 0.45
C -3.53 -2.50 -0.19
N 0.32 1.12 0.08
N -1.17 -0.76 0.16
N 0.26 3.32 -0.16
N -2.76 1.05 0.03
O -3.95 1.34 -0.12
O -2.53 3.38 0.36
O -3.48 -1.08 -0.11
H 2.28 0.97 -0.74
H 2.21 1.42 0.98
H 2.28 3.68 0.26
H 1.93 3.23 -1.41
H 1.95 -0.72 1.09
H 1.66 -1.39 -0.50
H 0.85 -2.06 0.90
H -3.87 -2.76 -1.20
H -4.29 -2.83 0.52
H -2.58 -3.01 0.02
H -1.12 -1.78 0.23
H -0.13 4.26 -0.20
```

* relative energy (zero: lowest compared OMol25 entry of this formula, charge and spin): 0.0 kcal/mol
* LUMO level (spin up / spin down): -9.35 / -8.99 eV
* frontier orbital gap (spin up / spin down): 6.12 / 8.13 eV
* molecular weight: 212.2 g mol⁻¹
* F_max: 2.13 eV Å⁻¹
* net charge: +2
* HOMO level (spin up / spin down): -15.5 / -17.1 eV
* multiplicity: 1

***

No. 3
ORCA calculation (ωB97M-V/def2-TZVPD) on a gas-phase ion, C8H12N5S (charge +1).

Structure (XYZ):
```
26
Properties=species:S:1:pos:R:3
C -0.61 -3.67 0.47
C 0.62 -3.48 0.99
C -0.49 -1.55 0.17
C 0.74 1.66 0.95
C -0.24 0.72 1.02
C 1.26 1.03 -1.30
C -0.72 -0.07 -0.21
C -1.01 0.40 2.23
N -1.26 -2.56 0.08
N 1.37 1.83 -0.26
N 0.23 0.16 -1.32
N 2.22 1.09 -2.23
N -2.01 0.16 -0.65
S 1.13 -1.84 0.79
H -1.00 -4.65 0.28
H 1.26 -4.09 1.52
H 1.16 2.09 1.79
H -1.02 1.10 3.08
H -0.84 -0.70 2.61
H -2.04 0.18 2.00
H 2.02 2.52 -0.55
H 0.35 -0.41 -2.09
H 2.81 1.90 -2.07
H 2.13 0.55 -3.09
H -2.20 1.14 -0.73
H -2.53 -0.65 -0.91
```

* relative energy (zero: lowest compared OMol25 entry of this formula, charge and spin): 0.0 kcal/mol
* LUMO level: -2.98 eV
* frontier orbital gap: 9.34 eV
* molecular weight: 210.3 g mol⁻¹
* F_max: 3.91 eV Å⁻¹
* net charge: +1
* HOMO level: -12.3 eV
* multiplicity: 1

***

No. 4
ORCA calculation (ωB97M-V/def2-TZVPD) on 2 unconnected molecules or ions with the total composition C8H12NO.

Structure (XYZ):
```
22
Properties=species:S:1:pos:R:3
C 2.93 0.80 0.75
C 1.59 1.04 0.88
C 3.03 -0.13 -0.25
C 0.94 0.14 -0.10
C -2.71 1.01 -0.22
C -1.39 1.02 -0.04
C -0.72 -0.68 -1.81
C -0.38 0.16 -0.68
N -0.79 -1.44 1.35
O 1.91 -0.60 -0.73
H 3.68 1.48 1.11
H 1.15 1.59 1.82
H 3.91 -0.68 -0.64
H -3.46 1.59 0.35
H -3.20 0.31 -0.85
H -1.07 1.80 0.70
H -1.55 -0.29 -2.35
H -0.99 -1.69 -1.53
H 0.20 -0.61 -2.37
H -1.57 -1.77 0.80
H -1.10 -0.81 2.07
H -0.40 -2.22 1.77
```

* relative energy (zero: lowest compared OMol25 entry of this formula, charge and spin): 43.7 kcal/mol
* LUMO level (spin up / spin down): -5.75 / -5.75 eV
* frontier orbital gap (spin up / spin down): 7.05 / 7.05 eV
* molecular weight: 138.2 g mol⁻¹
* F_max: 3.30 eV Å⁻¹
* net charge: +1
* HOMO level (spin up / spin down): -12.8 / -12.8 eV
* multiplicity: 1

***

No. 5
ORCA calculation (ωB97M-V/def2-TZVPD) on 2 unconnected molecules or ions with the total composition C8H12NO5.

Structure (XYZ):
```
26
Properties=species:S:1:pos:R:3
C -0.69 -1.46 0.51
C -1.40 0.05 -1.68
C -2.10 -1.99 0.42
C 1.85 -0.58 -0.71
C 1.68 0.85 1.40
C 0.85 1.71 -0.91
C -0.53 -0.01 0.35
C 0.97 0.45 0.04
N -1.29 0.91 1.07
O -0.60 -0.53 -2.29
O -2.27 0.60 1.78
O 0.20 -2.33 0.49
O -2.43 0.60 -1.51
O -0.99 2.13 0.98
H -1.93 -2.73 -0.43
H -2.97 -1.25 0.30
H -2.34 -2.65 1.21
H 1.28 -1.08 -1.36
H 2.60 0.06 -1.17
H 2.24 -1.35 -0.05
H 1.31 1.70 1.77
H 2.68 1.26 1.04
H 1.61 -0.03 2.07
H -0.18 2.10 -0.83
H 1.66 2.26 -0.50
H 0.78 1.30 -1.97
```

* relative energy (zero: lowest compared OMol25 entry of this formula, charge and spin): 68.8 kcal/mol
* LUMO level: 3.59 eV
* frontier orbital gap: 8.18 eV
* molecular weight: 202.2 g mol⁻¹
* F_max: 5.09 eV Å⁻¹
* net charge: -1
* HOMO level: -4.6 eV
* multiplicity: 1

***

No. 6
ORCA calculation (ωB97M-V/def2-TZVPD) on 2 unconnected molecules or ions with the total composition C8H12NOS.

Structure (XYZ):
```
23
Properties=species:S:1:pos:R:3
C 0.33 -1.75 -2.21
C -0.09 -2.54 -1.14
C 0.02 -0.44 -1.93
C -0.61 -1.68 -0.19
C 0.76 2.02 0.18
C 1.10 -0.09 1.44
C -1.26 1.05 1.58
C 0.04 0.84 0.89
N -0.63 -0.37 -0.68
O -0.01 0.64 -2.78
S -1.29 -2.22 1.30
H 0.77 -2.13 -3.12
H 0.11 -3.51 -0.76
H 1.02 1.68 -0.86
H 0.00 2.90 0.15
H 1.72 2.41 0.68
H 1.39 0.08 2.56
H 0.62 -1.15 1.36
H 2.01 0.10 0.85
H -2.17 1.59 1.00
H -1.76 -0.04 1.67
H -1.31 1.54 2.55
H -0.77 1.07 -2.54
```

* relative energy (zero: lowest compared OMol25 entry of this formula, charge and spin): 40.6 kcal/mol
* LUMO level: 3.43 eV
* frontier orbital gap: 5.52 eV
* molecular weight: 170.3 g mol⁻¹
* F_max: 4.77 eV Å⁻¹
* net charge: -1
* HOMO level: -2.1 eV
* multiplicity: 1

***

No. 7
ORCA calculation (ωB97M-V/def2-TZVPD) on C8H12O in the gas phase.

Structure (XYZ):
```
21
Properties=species:S:1:pos:R:3
C 1.77 1.48 -0.01
C -0.46 0.18 0.35
C -1.04 -0.92 1.31
C 1.05 0.27 0.56
C 1.40 -1.07 -0.14
C 0.43 -1.44 -1.01
C -0.55 -0.30 -1.12
C -1.55 0.68 -0.48
H 1.58 1.63 -1.08
H 1.49 2.42 0.51
H 2.85 1.28 0.09
H -1.75 -1.56 0.75
H -0.23 -1.51 1.76
H -1.55 -0.32 2.09
H 1.31 0.17 1.63
H 2.33 -1.62 0.03
H 0.51 -2.29 -1.71
H 0.03 0.45 -1.71
H -1.38 1.71 -0.84
H -3.38 0.36 -0.91
O -2.86 0.40 -0.09
```

* relative energy (zero: lowest compared OMol25 entry of this formula, charge and spin): 98.1 kcal/mol
* LUMO level: 0.81 eV
* frontier orbital gap: 9.31 eV
* molecular weight: 124.2 g mol⁻¹
* F_max: 2.15 eV Å⁻¹
* HOMO level: -8.5 eV
* multiplicity: 1

***

No. 8
ORCA calculation (ωB97M-V/def2-TZVPD) on a molecular structure, C8H12O.

Structure (XYZ):
```
21
Properties=species:S:1:pos:R:3
C 0.04 -1.29 -0.99
C -0.02 -0.59 0.38
C 1.41 -0.84 0.83
C 2.07 0.18 -0.30
C 0.97 1.23 -0.39
C -1.03 1.28 -0.16
C -1.59 -0.85 0.53
C 0.02 1.04 0.70
H -0.39 -2.39 -1.02
H -0.58 -0.76 -1.88
H 1.01 -1.28 -1.38
H 1.83 -1.83 0.62
H 1.52 -0.74 1.94
H 2.98 0.66 0.00
H 2.54 -0.07 -1.25
H 1.29 2.31 -0.81
H -1.66 2.17 -0.68
H -1.96 -0.35 1.37
H -2.04 -1.69 0.28
H 0.05 1.32 1.80
O -1.97 0.21 -0.33
```

* relative energy (zero: lowest compared OMol25 entry of this formula, charge and spin): 194.6 kcal/mol
* LUMO level: 0.97 eV
* frontier orbital gap: 8.08 eV
* molecular weight: 124.2 g mol⁻¹
* F_max: 6.62 eV Å⁻¹
* HOMO level: -7.1 eV
* multiplicity: 1

***

No. 9
ORCA calculation (ωB97M-V/def2-TZVPD) on C8H12O in the gas phase.

Structure (XYZ):
```
21
Properties=species:S:1:pos:R:3
C 0.40 -2.27 -0.70
C -0.44 -1.39 0.30
C -0.29 0.02 0.39
C -0.48 0.51 1.79
C -1.71 0.91 2.16
C 0.68 0.70 -0.56
C -0.02 1.54 -1.55
C 1.97 0.56 -0.65
H 0.81 -1.65 -1.54
H 1.27 -2.70 -0.18
H -0.33 -3.06 -1.00
H -0.66 -1.92 1.22
H 0.45 0.62 2.44
H -2.06 1.28 3.26
H -2.60 0.73 1.45
H 0.62 2.01 -2.25
H -0.62 0.93 -2.18
H -0.57 2.56 -1.15
H 2.61 1.23 -1.26
H 2.43 -0.10 0.14
O -1.48 -0.53 -0.14
```

* relative energy (zero: lowest compared OMol25 entry of this formula, charge and spin): 80.6 kcal/mol
* LUMO level: 0.99 eV
* frontier orbital gap: 10.54 eV
* molecular weight: 124.2 g mol⁻¹
* F_max: 3.82 eV Å⁻¹
* HOMO level: -9.5 eV
* multiplicity: 1

***

No. 10
ORCA calculation (ωB97M-V/def2-TZVPD) on a molecular structure, C8H12O.

Structure (XYZ):
```
21
Properties=species:S:1:pos:R:3
C 2.95 0.05 0.02
C 1.44 0.01 -0.14
C 0.72 1.14 -0.19
C -0.70 1.59 -0.26
C -1.82 0.54 0.27
C -2.13 -0.88 -0.54
C -0.67 -0.93 -0.11
C 0.83 -1.40 -0.03
H 3.43 -0.41 -0.86
H 3.26 -0.63 0.90
H 3.18 1.07 0.28
H 1.39 2.00 -0.06
H -0.91 2.51 0.42
H -0.94 2.08 -1.25
H -2.61 1.00 0.76
H -2.33 -0.86 -1.64
H -2.95 -1.39 -0.02
H -0.42 -0.28 -1.04
H 1.20 -2.03 -0.91
H 1.19 -2.03 0.85
O -0.90 -0.21 1.05
```

* relative energy (zero: lowest compared OMol25 entry of this formula, charge and spin): 124.9 kcal/mol
* LUMO level: 1.00 eV
* frontier orbital gap: 9.41 eV
* molecular weight: 124.2 g mol⁻¹
* F_max: 3.55 eV Å⁻¹
* HOMO level: -8.4 eV
* multiplicity: 1

***

No. 11
ORCA calculation (ωB97M-V/def2-TZVPD) on C8H12O2S in the gas phase.

Structure (XYZ):
```
23
Properties=species:S:1:pos:R:3
C -0.97 -0.62 1.72
C -0.93 0.47 0.95
C 0.32 -1.10 -0.55
C 0.02 -1.50 2.63
C 0.23 0.33 -1.01
C -0.73 1.26 -0.16
C 0.01 0.45 -2.47
C -0.72 2.70 -0.37
O 2.36 -0.87 1.23
O 1.37 -3.08 0.77
S 1.18 -1.66 1.08
H -1.89 -1.14 1.74
H -0.63 -1.65 -0.36
H 0.83 -1.77 -1.16
H 0.73 -1.01 3.25
H -0.29 -2.42 2.97
H 1.16 0.87 -0.64
H 0.97 0.33 -2.84
H -0.41 1.47 -2.70
H -0.69 -0.30 -2.91
H -0.63 3.04 0.64
H -1.48 3.25 -0.99
H 0.20 2.94 -0.82
```

* relative energy (zero: lowest compared OMol25 entry of this formula, charge and spin): 83.9 kcal/mol
* LUMO level: 0.57 eV
* frontier orbital gap: 9.84 eV
* molecular weight: 172.2 g mol⁻¹
* F_max: 6.67 eV Å⁻¹
* HOMO level: -9.3 eV
* multiplicity: 1

***

No. 12
ORCA calculation (ωB97M-V/def2-TZVPD) on C8H12O3 in the gas phase.

Structure (XYZ):
```
23
Properties=species:S:1:pos:R:3
C 1.51 -1.14 0.15
C 0.60 0.31 0.40
C 2.80 0.68 0.08
C 1.28 -2.55 0.30
C -1.85 -0.15 0.85
C -1.06 0.15 -1.44
C -1.01 2.13 0.13
C -0.77 0.62 0.00
O 3.75 1.36 -0.11
O 2.77 -0.61 0.10
O 1.56 1.25 0.25
H 0.55 -2.83 1.09
H 2.19 -3.04 0.44
H 0.72 -2.89 -0.63
H -1.62 -1.23 0.76
H -1.79 0.06 1.99
H -2.94 0.06 0.49
H -2.02 0.52 -1.91
H -0.80 -0.88 -1.45
H -0.40 0.62 -2.02
H -2.12 2.29 -0.08
H -0.43 2.72 -0.62
H -0.91 2.55 1.23
```

* relative energy (zero: lowest compared OMol25 entry of this formula, charge and spin): 0.0 kcal/mol
* LUMO level (spin up / spin down): 0.65 / -0.79 eV
* frontier orbital gap (spin up / spin down): 7.12 / 10.57 eV
* molecular weight: 156.2 g mol⁻¹
* F_max: 4.77 eV Å⁻¹
* HOMO level (spin up / spin down): -6.5 / -11.4 eV
* multiplicity: 3